(1)
# C27H61N9O7P

A cluster of 8 separate species, C27H61N9O7P in total (ωB97M-V/def2-TZVPD, OMol25).

Structure (XYZ):
```
105
Properties=species:S:1:pos:R:3:mulliken_charge:R:1
H -0.078 3.098 -2.805 0.374
C -2.544 -0.051 6.451 0.053
H 2.246 -1.573 -0.513 -0.312
H 4.671 -0.829 -2.100 0.240
H 1.812 1.862 -0.857 0.279
H 0.059 1.526 1.149 -0.359
C -2.248 1.249 6.267 -0.727
N 0.818 -5.275 0.879 -0.207
O -1.140 1.969 -0.865 -0.464
H 1.259 0.249 -1.314 0.191
C 1.491 -0.897 -4.724 -0.579
C -0.895 -0.751 1.358 -0.633
H 1.763 -3.445 7.649 0.352
C 0.484 -1.830 -6.857 0.665
H -0.109 0.994 4.091 0.060
N -2.049 3.931 -0.258 -0.109
N -0.206 0.819 3.105 0.160
O 4.007 1.498 -2.035 -0.704
N 0.892 -0.821 -6.039 -0.093
H 1.602 -7.215 1.090 0.305
H 1.448 -1.746 7.490 0.174
C 2.067 6.237 -3.541 -1.221
N -1.478 -0.645 7.087 0.265
H -0.072 -7.027 1.625 0.290
H 1.291 2.053 2.309 0.297
H 0.070 -0.772 0.855 -0.025
H 3.147 8.463 -3.793 0.324
H 0.737 0.093 -6.432 0.222
H 3.796 -2.391 -0.331 0.290
H 1.539 6.885 -4.241 0.354
C -0.656 3.843 -2.266 -1.062
N 2.460 7.989 -1.878 -0.185
N -2.214 -2.008 -2.566 0.158
H -0.330 2.771 2.333 0.338
H 0.803 -5.685 -1.872 0.400
C -2.308 5.355 -0.356 -0.928
H 1.139 -4.833 1.726 0.238
O -0.006 -1.579 -7.945 -0.657
H 2.560 9.843 -2.864 0.289
H -0.280 -2.803 5.512 0.255
N 3.811 -0.703 -1.589 -0.052
C 0.229 1.848 2.171 -0.308
C 3.381 0.585 -1.526 0.193
H -2.463 3.421 0.506 0.259
H -3.904 -1.871 -4.761 0.376
H -3.694 -2.416 7.212 0.379
H 0.308 -7.046 -0.097 0.366
C 0.591 -4.411 -0.139 0.711
H -3.157 -0.791 -1.135 0.168
H -4.731 -2.754 -3.468 0.382
C 0.656 -6.716 0.875 -0.945
C -1.298 3.165 -1.088 0.470
H -3.376 5.550 -0.461 0.311
H -0.868 -5.448 -1.332 0.427
C 3.145 -1.867 -1.033 -0.124
H -3.002 -3.987 7.564 0.386
C -2.922 -0.797 -2.201 -0.829
H -1.329 -2.184 -2.115 -0.085
H -1.947 5.877 0.531 0.284
H 0.397 0.137 7.770 0.393
C 0.641 -3.247 -6.361 -0.878
C -2.584 -2.968 -3.456 1.020
O -1.862 -3.934 -3.660 -0.608
H 0.074 -3.410 -5.441 0.076
H -3.851 -0.728 -2.757 0.398
C -3.900 -2.790 -4.173 -1.571
O 0.771 -3.206 0.009 -0.504
H -1.333 -1.743 1.299 0.359
H -2.321 0.088 -2.417 0.236
C -0.551 0.281 7.275 -0.296
H -0.019 -4.146 -2.149 -0.210
C -0.071 -3.045 6.558 -0.340
C 3.107 8.901 -2.802 -0.852
H -0.497 2.321 6.810 0.208
O 1.442 6.101 -1.230 -0.663
H 0.858 -0.394 -3.988 0.115
H 0.252 -3.906 -7.130 0.285
H -1.530 -0.032 0.838 0.260
H 1.618 -1.932 -4.419 0.158
P -1.317 -2.362 7.681 0.046
C 2.057 0.805 -0.821 -0.562
O -1.080 -1.158 3.713 -0.582
H -3.450 -0.551 6.162 0.387
C 1.956 6.758 -2.127 0.833
C 0.102 -4.964 -1.450 -0.879
H 2.467 -0.407 -4.715 0.328
H 4.126 9.119 -2.481 0.290
H -1.406 4.268 -2.937 0.512
H -1.792 5.764 -1.217 0.333
C -0.741 -0.393 2.813 0.419
H 0.004 4.641 -1.914 0.031
N -0.988 1.443 6.785 0.017
H 2.362 8.279 -0.917 0.247
H 2.119 0.488 0.222 0.367
H 3.111 6.172 -3.849 0.402
H 1.687 -3.496 -6.176 0.360
H -2.791 -3.271 5.932 0.331
H 2.023 -2.676 6.089 0.292
H -0.232 -4.124 6.671 0.442
H 1.633 5.243 -3.578 0.172
H -2.830 2.027 5.802 0.398
C -2.841 -3.063 7.002 -1.059
H 2.867 -2.566 -1.824 0.244
H -4.035 -3.636 -4.839 0.344
C 1.370 -2.695 6.960 -0.972
```

Values from the calculation:
Lowest unoccupied orbital energy in eV: -2.4
HOMO-LUMO gap in eV: 7.93
Total charge: +1
Molar mass in g/mol: 654.8

(2)
# C5H13N3O

A cluster of 2 separate species, C5H13N3O in total (ωB97M-V/def2-TZVPD, OMol25).

Structure (XYZ):
```
22
Properties=species:S:1:pos:R:3:mulliken_charge:R:1
C 2.683 0.367 -0.385 -1.084
H 1.994 -0.509 2.074 0.237
N -0.346 1.327 1.379 -0.438
N 1.407 0.244 0.292 0.407
H 2.615 1.220 -1.055 0.363
O 0.722 2.314 -0.377 -0.664
C -1.514 -0.434 -1.038 0.232
H -0.450 -0.284 -1.371 0.202
H 2.895 -0.547 -0.945 0.306
H -0.957 -1.902 0.406 0.221
H -2.239 1.384 -1.802 0.290
H -3.434 0.393 -0.831 0.255
H -2.699 -1.709 0.225 0.305
H 1.546 -1.627 0.945 0.238
H -1.760 -2.556 -1.017 0.305
H -0.532 0.425 1.786 0.260
C 0.583 1.378 0.379 0.550
H 3.500 0.540 0.325 0.315
N 1.325 -0.709 1.328 -0.790
H -1.145 1.924 1.246 0.287
C -2.441 0.483 -1.248 -0.780
C -1.754 -1.720 -0.316 -1.016
```

Values from the calculation:
SMILES: CN(N)C(N)=O.C=CC
Lowest unoccupied orbital energy in eV: 0.8
HOMO-LUMO gap in eV: 10.19
Total charge: 0
Molar mass in g/mol: 131.2

(3)
# C5H10O2

The molecule C5H10O2 (ωB97M-V/def2-TZVPD, OMol25).

Structure (XYZ):
```
17
Properties=species:S:1:pos:R:3:mulliken_charge:R:1
H -1.613 -1.075 0.909 0.198
C 0.586 -0.103 -0.760 -0.651
C 2.321 -0.475 0.764 -0.748
C -1.939 -0.537 0.024 -0.655
H 2.513 -0.601 1.831 0.244
H 2.866 0.410 0.399 0.312
H -2.849 -0.912 -0.437 0.271
O 0.928 -0.332 0.596 -0.343
H -2.437 1.602 -0.443 0.370
C -1.683 0.939 -0.028 -0.128
C -0.910 0.022 -0.936 -0.143
H 0.976 -0.925 -1.380 0.439
H -1.204 -0.048 -1.982 0.397
H -0.296 0.995 1.295 0.406
H 2.693 -1.360 0.226 0.281
O -1.028 1.574 1.025 -0.576
H 1.076 0.826 -1.105 0.326
```

Values from the calculation:
SMILES: COC[C@H]1C[C@H]1O
Lowest unoccupied orbital energy in eV: 0.9
HOMO-LUMO gap in eV: 10.01
Total charge: 0
Molar mass in g/mol: 102.1

(4)
# C26H30N4O3

The molecule C26H30N4O3 (ωB97M-V/def2-TZVPD, OMol25).

Structure (XYZ):
```
63
Properties=species:S:1:pos:R:3:mulliken_charge:R:1
H 3.787 -1.366 0.274 0.159
C -0.628 -1.639 -0.791 -0.632
H -7.002 -0.624 -0.632 0.413
O 7.128 -1.590 0.507 -0.385
C 1.283 -0.172 -1.065 0.436
N -1.025 0.602 -0.178 -0.168
C -5.551 -2.073 -0.058 -0.609
C -4.311 3.969 0.111 -0.604
C -1.953 -2.110 -0.467 0.678
H -4.787 4.802 -0.384 0.411
H 3.033 2.991 -0.123 0.501
N -3.534 -3.478 0.383 0.224
C -3.238 -1.484 -0.636 0.595
H -2.603 1.022 1.917 0.492
H 3.057 2.043 -2.515 0.378
N 1.682 1.080 -1.305 -0.050
H -2.594 3.970 -1.179 0.413
H -6.265 -2.752 0.382 0.442
H 6.544 1.714 0.486 0.384
H 4.745 -1.229 1.786 0.268
C -5.036 -0.033 -1.245 -0.648
H 4.263 1.810 1.612 0.356
C -4.150 -4.611 1.010 -1.033
H 4.632 2.630 -0.794 0.384
C -0.163 -0.374 -0.710 0.404
C 3.697 2.189 -0.450 -0.659
H -3.006 0.333 -1.783 0.577
H -4.668 -4.310 1.924 0.333
H -5.393 0.871 -1.717 0.429
C 7.381 -0.246 0.175 -0.733
O -0.418 2.711 -0.861 -0.858
C 6.342 0.687 0.797 -0.691
H 7.362 -0.123 -0.919 0.325
C -4.925 3.361 1.193 -0.404
C -4.193 -2.370 -0.076 -0.870
H 0.095 -2.392 -1.073 0.530
C -3.084 1.832 1.385 -0.051
H -3.385 -5.343 1.263 0.343
H 3.070 0.684 0.946 0.518
C -1.188 1.941 -0.302 0.641
N 5.026 0.299 0.335 0.578
C -4.303 2.303 1.835 -0.753
C 5.838 -1.966 0.076 -0.737
H 1.012 1.848 -1.222 0.324
H -1.823 0.142 0.248 -0.159
C 3.048 1.428 -1.610 -1.099
H -4.874 -5.076 0.336 0.333
H 5.777 -1.893 -1.020 0.340
C 4.755 -1.081 0.690 -0.301
C -3.088 3.508 -0.338 -0.678
C 3.983 1.237 0.714 -1.160
H 3.601 0.504 -1.787 0.448
C -2.207 -3.324 0.130 -0.769
H -4.772 1.840 2.692 0.425
H 5.706 -3.006 0.378 0.343
C -2.473 2.424 0.283 0.407
H 6.421 0.629 1.900 0.363
C -3.691 -0.321 -1.267 0.119
H 8.382 -0.020 0.550 0.348
C -5.955 -0.888 -0.633 -0.757
H -1.501 -4.081 0.416 0.476
O 2.019 -1.148 -1.134 -0.743
H -5.882 3.717 1.544 0.412
```

Values from the calculation:
SMILES: Cn1cc(/C=C(\NC(=O)c2ccccc2)C(=O)NCCCN2CCOCC2)c2ccccc21
Lowest unoccupied orbital energy in eV: 0.3
HOMO-LUMO gap in eV: 8.06
Total charge: 0
Molar mass in g/mol: 446.6

(5)
# C7H13NO5P

A structure of composition C7H13NO5P (ωB97M-V/def2-TZVPD, OMol25).

Structure (XYZ):
```
27
Properties=species:S:1:pos:R:3:mulliken_charge:R:1
C 2.350 -0.721 -0.465 0.514
H -1.942 0.090 -1.019 0.413
C 0.971 -0.617 0.152 1.003
O 1.317 2.443 -0.854 -0.703
H 0.361 -0.224 -0.759 -0.063
H 2.800 2.510 0.832 0.007
H -1.016 -3.562 -0.042 0.379
C -0.634 -2.645 -0.427 -0.781
H -0.987 3.242 0.680 0.383
H -0.376 1.348 -0.905 -0.034
P 1.932 1.652 0.198 0.434
C -1.926 -1.794 -0.595 0.624
C 1.081 0.512 1.228 -0.962
H -0.245 -1.770 1.603 0.421
H -1.560 2.568 -1.429 0.232
O 2.952 0.422 -0.586 -0.432
H 1.058 -2.655 1.043 0.377
O -2.966 -2.110 -0.084 -0.637
C 0.302 -1.927 0.651 -1.098
O -1.559 -0.803 -1.348 -0.479
H -1.203 1.810 1.477 0.431
C -1.432 2.254 0.518 -1.106
H -2.458 2.424 0.905 0.436
H -0.167 -2.710 -1.391 0.405
O 2.941 -1.743 -0.677 -0.666
H 1.742 0.254 2.119 0.293
N -1.337 1.753 -0.827 -0.391
```

Values from the calculation:
Lowest unoccupied orbital energy in eV: 3.6
HOMO-LUMO gap in eV: 7.14
Total charge: -1
Molar mass in g/mol: 222.2